Run one
Molecular formula: C4H3I
Method: DFT, the ωB97M-V functional and the def2-TZVPD basis

Each line ends with the Löwdin charge.
Positions of all 8 atoms, in Å:
C  0.60910  -2.02714  1.07872  -0.0800
C  1.42332  -1.25839  0.66204  -0.8794
C  -1.28913  1.51474  -0.65722  -0.1288
C  -0.58951  0.45772  -0.43779  0.0251
I  2.67223  -0.09611  -0.39663  0.8484
H  -0.46919  2.03409  -1.22688  0.0709
H  -2.14848  2.15620  -0.49859  0.0572
H  -0.20833  -2.78111  1.47634  0.0866

For the HOMO energy, the calculation gives -9.3 eV.

Run two
Molecular formula: C4H3I
Method: DFT, the ωB97M-V functional and the def2-TZVPD basis

Each line ends with the Löwdin charge.
Positions of all 8 atoms, in Å:
C  1.50978  0.08557  -0.41320  0.0237
C  0.49796  -0.71321  0.00816  -0.2003
C  -0.80064  -0.17115  0.23517  -0.2181
C  -1.86305  0.34978  0.49133  -0.4628
I  -3.86215  1.37482  0.76149  0.6443
H  1.33245  1.14615  -0.54217  0.0620
H  2.51151  -0.30377  -0.64203  0.0622
H  0.67414  -1.76819  0.10124  0.0891

Its SMILES is C=CC#CI. For the HOMO energy, the calculation gives -9.1 eV.

Last place for stability: run one

Run one
Molecular formula: C4H3I
Method: DFT, the ωB97M-V functional and the def2-TZVPD basis

Each line ends with the Löwdin charge.
Positions of all 8 atoms, in Å:
C  1.30226  1.18071  -0.13448  -0.0308
C  2.11991  0.10852  0.24942  0.1249
C  0.62421  0.02211  0.09041  -0.2731
C  -0.56331  -0.74894  0.10206  -0.1944
I  -3.22049  -0.09268  -0.08344  0.1877
H  1.12455  2.19652  -0.41271  0.1002
H  -0.68766  -1.32444  -0.80580  0.0389
H  -0.69948  -1.34179  0.99455  0.0465

For the HOMO energy, the calculation gives -9.3 eV.

Run two
Molecular formula: C4H3I
Method: DFT, the ωB97M-V functional and the def2-TZVPD basis

Each line ends with the Löwdin charge.
Positions of all 8 atoms, in Å:
C  -1.82774  -0.21865  -0.76800  0.1384
C  -0.69746  -0.62230  -0.78244  -0.1720
C  0.56048  -1.15837  -0.79771  -0.1555
C  1.73150  -1.52224  -0.85437  0.1433
H  -2.83971  -0.02958  -0.70850  0.0184
H  2.76607  -1.68609  -0.93613  0.0220
I  -0.62194  2.63835  2.38392  0.4030
H  0.92880  2.59888  2.46323  -0.3976

Its SMILES is C#CC#C.I. For the HOMO energy, the calculation gives -9.7 eV.

Last place for stability: run one